Computed, not measured: a single C4H8N2O3 molecule at a distorted geometry, with the ωB97M-V functional and the def2-TZVPD basis.

The geometry in ORCA input format:
```
! wB97M-V def2-TZVPD RIJCOSX def2/J DEFGRID3
* xyz 0 1
N -1.73048 1.67774 -0.27876
C -1.39656 0.71072 0.79970
C -1.37815 -0.64798 0.18057
O -2.46889 -1.15038 -0.30176
N -0.23973 -1.32900 -0.30258
C 1.07956 -1.20231 0.27805
C 2.03718 0.18683 -0.09977
O 3.18220 0.11095 0.10223
O 1.32102 1.20016 -0.40490
H -1.65931 2.67501 -0.09120
H -2.67415 1.52200 -0.68244
H -2.20749 0.67198 1.55788
H -0.50357 1.06239 1.44434
H -0.43761 -2.00520 -1.01153
H 1.67847 -2.05427 -0.05352
H 1.02440 -1.23796 1.39562
H 0.24395 1.35556 -0.60574
*
```

Its HOMO-LUMO gap is 9.729 eV. The energy above the lowest of the compared OMol25 structures with the same formula, charge and spin comes out at 58.4 kcal per mole. The structure (SMILES) is NCC(=O)NCC(=O)O. The highest occupied orbital energy comes out at -9.20 eV. The calculation puts the lowest unoccupied orbital energy at 0.53 eV.

Just the natural (NBO) charges please, in e? Sure, here they are: -0.87, -0.35, 0.64, -0.62, -0.62, -0.37, 0.83, -0.57, -0.75, 0.39, 0.40, 0.22, 0.23, 0.42, 0.23, 0.21, 0.57